C31H38BCdF4N2P2Si2 as an isolated structure at a distorted geometry, computed with ωB97M-V/def2-TZVPD.

Output
- E_tot (a.u.) = -3167.691131
- charge = -1
- energy above the lowest of the compared OMol25 structures with the same formula, charge and spin (kJ/mol) = 66.9
- multiplicity = 1

Each line ends with the Mulliken charge.
CARTESIAN COORDINATES (ANGSTROEM)
Cd (-0.0860, -0.2320, 2.2413)  0.931
C (0.0632, -4.4137, 2.7627)  -0.992
Si (-1.3491, -3.6050, 1.7629)  -0.264
C (-2.4271, -2.8507, 3.0786)  -1.057
C (-2.4949, -4.7092, 0.7692)  -1.068
N (-0.5668, -2.3768, 0.8905)  0.223
P (0.2231, -1.7767, -0.3663)  1.972
C (0.8651, -0.2718, 0.2305)  -1.398
P (0.6157, 1.4362, -0.1872)  1.395
N (-0.5884, 1.9948, 0.6606)  0.515
Si (-1.4844, 3.3090, 1.1269)  -0.078
C (-3.2422, 2.8494, 1.0049)  -1.033
C (-1.2412, 4.7125, -0.1284)  -1.062
C (-1.1445, 3.8307, 2.8935)  -1.208
C (0.4764, 1.8195, -1.9404)  0.621
C (-0.7815, 2.1219, -2.5305)  -0.802
C (-0.7705, 2.8167, -3.7312)  -0.463
C (0.4238, 3.0996, -4.4062)  -0.469
C (1.6111, 2.5523, -3.9957)  -0.482
C (1.6535, 2.0081, -2.7277)  -0.526
C (2.1556, 2.3126, 0.3095)  0.185
C (3.1744, 1.6593, 0.9679)  -0.602
C (4.0262, 2.4179, 1.7540)  -0.449
C (3.9338, 3.7794, 1.8340)  -0.852
C (3.1097, 4.4169, 0.8884)  -0.627
C (2.1915, 3.6904, 0.1234)  -0.398
C (1.5357, -2.8304, -1.0095)  -0.291
C (1.3025, -4.1863, -1.2253)  0.153
C (2.3273, -5.0790, -1.5282)  -0.771
C (3.5804, -4.5260, -1.9077)  -0.651
C (3.8214, -3.1587, -1.7254)  -0.383
C (2.8224, -2.2862, -1.2227)  -0.456
C (-0.9594, -1.7470, -1.6978)  0.615
C (-2.2268, -1.2189, -1.4069)  -0.703
C (-3.1263, -1.1148, -2.4383)  -0.570
C (-2.8270, -1.6353, -3.6809)  -0.701
C (-1.5557, -2.1287, -3.9852)  -0.482
C (-0.6046, -2.2354, -3.0078)  -0.428
H (0.7513, -5.0915, 2.2308)  0.324
H (0.7399, -3.6117, 3.1859)  0.235
H (-0.3256, -5.0210, 3.6308)  0.354
H (-2.9653, -3.7053, 3.4553)  0.397
H (-1.8432, -2.4060, 3.8901)  0.226
H (-3.1695, -2.1100, 2.6665)  0.213
H (-2.0165, -5.6298, 0.4472)  0.327
H (-3.3781, -4.9046, 1.4739)  0.344
H (-2.9161, -4.1806, -0.0726)  0.281
H (-3.5877, 2.1937, 1.8513)  0.256
H (-3.8845, 3.7654, 0.9787)  0.315
H (-3.5142, 2.2587, 0.1193)  0.223
H (-1.3147, 4.4004, -1.1950)  0.232
H (-2.0663, 5.3995, 0.0850)  0.519
H (-0.3022, 5.2810, -0.1208)  0.307
H (-2.0491, 3.9288, 3.5328)  0.269
H (-0.4458, 3.1817, 3.3792)  0.263
H (-0.6468, 4.7822, 2.8214)  0.433
H (-1.6923, 1.7583, -2.0804)  0.518
H (-1.6880, 3.2270, -4.1782)  0.351
H (0.3976, 3.7053, -5.3663)  0.260
H (2.4935, 2.5852, -4.6147)  0.434
H (2.5565, 1.5443, -2.3779)  0.362
H (3.2604, 0.5999, 0.9145)  0.354
H (4.7268, 1.8762, 2.3980)  0.332
H (4.5107, 4.3694, 2.4843)  0.469
H (2.9704, 5.5136, 0.8656)  0.294
H (1.4736, 4.2246, -0.5455)  0.452
H (0.2893, -4.5803, -1.0231)  0.346
H (2.1523, -6.1610, -1.5615)  0.379
H (4.4759, -5.1342, -2.1371)  0.290
H (4.7876, -2.7291, -1.9298)  0.412
H (3.0715, -1.3491, -0.7881)  0.127
H (-2.4829, -0.8857, -0.3992)  0.346
H (-4.0070, -0.4766, -2.2795)  0.353
H (-3.6084, -1.8553, -4.3666)  0.416
H (-1.3757, -2.5688, -4.9792)  0.379
H (0.2985, -2.8579, -3.1275)  0.278
F (-1.3942, 0.1102, 3.8413)  -0.620
B (-0.3627, 0.4797, 5.0023)  0.734
F (0.8465, 0.4229, 4.2068)  -0.510
F (-0.4198, -0.5237, 5.9317)  -0.336
F (-0.7819, 1.7295, 5.3007)  -0.283

Forces on atoms 1 to 6 (eV/Å):
0.4918 -0.4016 -2.6264
0.2094 -0.6797 1.0345
1.5613 1.0741 -0.2804
-0.4502 0.7412 -0.5010
-0.9728 -0.2799 1.4779
-0.0942 -0.4185 0.0430